A molecular structure, C47H57N7O6PSr, computed with ωB97M-V/def2-TZVPD.

Results
E_HOMO = -9.100 eV
LUMO = -1.72 eV

```
! RIJCOSX wB97M-V def2-TZVPD def2/J DEFGRID3
* xyz 1 1
Sr 0.9999 -0.6443 0.5331
C 2.2143 -1.8037 2.8780
C 1.0230 -1.6564 3.8652
C -0.2729 -0.8953 3.6518
C -1.1789 -0.9271 4.7089
C -2.3619 -0.2209 4.6065
C -2.6165 0.5031 3.4539
C -1.6673 0.4843 2.4484
N -0.5324 -0.2026 2.5545
N 2.1225 -2.6680 1.6889
C 3.3490 -2.6198 0.8919
C 3.0790 -3.0494 -0.5322
C 3.8811 -3.9491 -1.2075
C 3.6070 -4.2050 -2.5459
C 2.5569 -3.5440 -3.1566
C 1.8005 -2.6620 -2.3984
N 2.0418 -2.4372 -1.1118
C 1.7127 -4.0408 1.9505
C 0.2193 -4.1910 2.1294
C -0.3029 -5.4047 2.5602
C -1.6617 -5.4962 2.7990
C -2.4496 -4.3714 2.6175
C -1.8438 -3.2133 2.1694
N -0.5391 -3.1208 1.9038
H 3.0176 -2.1460 3.5456
H 2.5764 -0.8250 2.5606
H 1.4972 -1.1577 4.7175
H 0.7451 -2.6429 4.2414
H -0.9443 -1.4990 5.5976
H -3.0768 -0.2315 5.4194
H -3.5243 1.0775 3.3306
H -1.8138 1.0270 1.5213
H 4.1975 -3.1797 1.3049
H 3.6919 -1.5860 0.8534
H 4.7066 -4.4322 -0.7015
H 4.2151 -4.9048 -3.1038
H 2.3257 -3.6971 -4.2011
H 0.9787 -2.1031 -2.8322
H 2.2272 -4.4419 2.8359
H 2.0377 -4.6542 1.1071
H 0.3513 -6.2522 2.7234
H -2.0982 -6.4267 3.1384
H -3.5128 -4.3913 2.8124
H -2.4231 -2.3099 2.0197
C -4.5585 2.2830 -2.3747
O -3.4351 2.5503 -3.2111
C -3.3162 1.7015 -4.2813
C -3.5659 2.1906 -5.5543
C -3.4240 1.3662 -6.6593
C -3.0297 0.0443 -6.4936
C -2.7574 -0.4364 -5.2230
C -2.8869 0.3841 -4.1081
N -2.6396 -0.1395 -2.8050
C -1.4805 0.0899 -2.0646
N -0.8071 1.1836 -2.4485
C 0.5560 1.5885 -2.2935
C 1.4265 1.0779 -1.3488
C 2.7336 1.5966 -1.4389
C 3.1308 2.5677 -2.3377
C 2.2049 3.0877 -3.2427
C 0.9196 2.5878 -3.2226
O -0.0759 2.9932 -4.0776
C 0.2289 4.0076 -5.0138
N -1.1249 -0.7211 -1.0873
C -2.0266 -1.8019 -0.8728
C -1.6687 -3.0998 -1.2116
C -2.5412 -4.1724 -1.0521
C -3.8072 -3.9470 -0.5512
C -4.1919 -2.6609 -0.1797
C -3.3063 -1.5983 -0.3171
O -3.6036 -0.3135 0.0347
C -4.8984 -0.0530 0.5451
H -4.5220 3.0183 -1.5750
H -4.5026 1.2777 -1.9566
H -5.4856 2.4056 -2.9388
H -3.8815 3.2210 -5.6552
H -3.6279 1.7535 -7.6484
H -2.9242 -0.6060 -7.3510
H -2.4292 -1.4594 -5.0790
H -3.0235 -1.0608 -2.6625
H -1.2777 1.7328 -3.1484
H 3.4855 1.2472 -0.7321
H 4.1507 2.9361 -2.3505
H 2.4958 3.8505 -3.9503
H -0.6849 4.1883 -5.5736
H 1.0176 3.6874 -5.6992
H 0.5374 4.9278 -4.5117
H -0.6811 -3.2631 -1.6223
H -2.2316 -5.1700 -1.3347
H -4.5065 -4.7653 -0.4389
H -5.1836 -2.5006 0.2163
H -4.9378 1.0158 0.7411
H -5.0789 -0.5989 1.4753
H -5.6736 -0.3121 -0.1806
C 3.2240 5.5912 4.1040
C 2.5635 4.2619 4.3682
O 2.9134 3.3673 3.2879
P 1.9859 2.0536 3.0786
O 0.8367 2.5416 2.0715
C 1.0557 3.5130 1.0081
C 0.2841 4.7703 1.3205
O 2.9697 1.3053 1.9582
C 4.3722 1.1318 2.2769
C 5.2232 2.1510 1.5536
H 2.9916 6.2904 4.9073
H 2.8719 6.0139 3.1627
H 4.3064 5.4764 4.0487
H 1.4772 4.3725 4.4194
H 2.9038 3.8290 5.3105
H 0.7170 3.0388 0.0896
H 2.1224 3.7069 0.9111
H -0.7764 4.5503 1.4499
H 0.3881 5.4764 0.4953
H 0.6510 5.2501 2.2292
H 4.6433 0.1160 1.9824
H 4.5152 1.2065 3.3569
H 5.0639 2.0958 0.4785
H 6.2790 1.9654 1.7582
H 4.9728 3.1543 1.8908
*
```

Atom charges from the Löwdin analysis, given in e for atoms 1 to 5: number 1, Sr, carries 1.37; number 2, C, carries -0.20; number 3, C, carries -0.10; number 4, C, carries -0.32; number 5, C, carries -0.02